[1]
{
  "formula": "C48H46ClP2PdSi",
  "method": "ωB97M-V/def2-TZVPD",
  "elements": ["Pd", "C", "Si", "C", "C", "C", "C", "C", "C", "P", "C", "C", "C", "C", "C", "C", "C", "C", "C", "C", "C", "C", "C", "C", "C", "C", "C", "C", "P", "C", "C", "C", "C", "C", "C", "C", "C", "C", "C", "C", "C", "H", "H", "H", "H", "H", "H", "H", "H", "H", "H", "H", "H", "H", "H", "H", "H", "H", "H", "H", "H", "H", "H", "H", "H", "H", "H", "H", "H", "H", "H", "H", "C", "C", "C", "C", "H", "H", "H", "H", "H", "H", "H", "H", "H", "Cl", "C", "C", "C", "C", "C", "C", "C", "H", "H", "H", "H", "H", "H"],
  "xyz": [[0.36050, 1.54607, 0.04598], [0.19054, 2.47453, 3.71022], [-0.22357, 1.21199, 2.26783], [0.63708, -0.31963, 2.97446], [0.48561, -0.81945, 4.28264], [1.30372, -1.84579, 4.75277], [2.13064, -2.49082, 3.82364], [2.25128, -2.05319, 2.55476], [1.49053, -0.97814, 2.08397], [1.77897, -0.21939, 0.41575], [3.56974, 0.09381, 0.69527], [4.55874, -0.80248, 0.46727], [5.89833, -0.46495, 0.70084], [6.23482, 0.74018, 1.25573], [5.21777, 1.66117, 1.53061], [3.90921, 1.32217, 1.21484], [1.87945, -1.60717, -0.75589], [1.15288, -2.78951, -0.49414], [0.99365, -3.72150, -1.47827], [1.66685, -3.61111, -2.68917], [2.42312, -2.46019, -2.96558], [2.49736, -1.43285, -2.00641], [-2.06163, 0.91357, 2.33279], [-2.90894, 1.67834, 3.20271], [-4.27284, 1.48609, 3.24395], [-4.85781, 0.58173, 2.38315], [-4.03977, -0.19328, 1.58158], [-2.70247, -0.12360, 1.58501], [-1.73793, -1.32306, 0.62235], [-2.63257, -1.40653, -0.98264], [-2.41066, -2.45007, -1.87003], [-3.09278, -2.64943, -3.06554], [-3.95218, -1.63782, -3.45181], [-4.17813, -0.53197, -2.62766], [-3.52020, -0.40603, -1.40269], [-2.37532, -2.84270, 1.51689], [-2.88365, -3.94155, 0.85099], [-3.16949, -5.10460, 1.55547], [-3.05737, -5.18184, 2.91274], [-2.55105, -4.07453, 3.57651], [-2.18523, -2.91891, 2.86695], [0.14802, 2.13322, 4.75442], [-0.43124, 3.35473, 3.53154], [1.21581, 2.73364, 3.56133], [-0.16781, -0.30657, 4.94379], [1.28862, -2.21717, 5.75811], [2.83547, -3.26011, 4.21371], [3.06885, -2.52693, 1.95138], [4.40416, -1.76978, 0.00908], [6.67346, -1.17492, 0.44445], [7.25620, 1.06519, 1.41422], [5.39295, 2.68651, 1.80202], [3.11738, 2.02582, 1.43558], [0.63344, -2.89549, 0.42577], [0.31688, -4.54646, -1.21419], [1.55035, -4.45336, -3.39600], [2.94204, -2.27241, -3.88489], [2.97582, -0.49316, -2.23689], [-2.45085, 2.44571, 3.84208], [-4.89338, 2.05649, 3.88805], [-5.97436, 0.46039, 2.29719], [-4.52317, -1.00712, 1.01490], [-1.71600, -3.22999, -1.59131], [-2.89356, -3.55264, -3.64647], [-4.53930, -1.80903, -4.35206], [-4.88904, 0.23047, -2.91329], [-3.82284, 0.38527, -0.74158], [-3.15909, -3.92589, -0.18426], [-3.69922, -5.90218, 1.08753], [-3.38715, -6.06442, 3.44704], [-2.44228, -4.12283, 4.62347], [-1.82723, -2.04119, 3.45355], [-0.94898, 2.11571, -4.15894], [-0.26552, 1.64061, -2.85876], [-0.30661, 0.12713, -2.85319], [-0.89552, 2.20451, -1.55479], [-0.75601, 1.38033, -4.92660], [-0.60099, 3.13829, -4.45689], [-2.03673, 2.18169, -4.03113], [0.82352, 1.98280, -2.84537], [-1.29525, -0.25254, -3.13497], [-0.16935, -0.20416, -1.83954], [0.39320, -0.44501, -3.44691], [-1.87739, 1.70655, -1.38785], [-0.99657, 3.25679, -1.66234], [3.85880, 2.93255, -1.69936], [2.59557, 3.94927, -2.36920], [2.76105, 4.51260, -3.64227], [1.80350, 5.41218, -4.09538], [0.78324, 5.75533, -3.24337], [0.67419, 5.25197, -1.96205], [1.58463, 4.30268, -1.42956], [1.44254, 3.69851, -0.12349], [3.53504, 4.30085, -4.32064], [1.91119, 5.98852, -5.00504], [0.14740, 6.58373, -3.54598], [-0.16795, 5.54221, -1.27477], [0.80238, 4.16720, 0.56741], [2.38050, 3.45635, 0.34486]],
  "forces_ev_per_a": [[0.542, 0.578, -0.230], [-0.762, -0.548, -0.721], [0.583, 0.802, 1.005], [-0.317, -0.809, -0.650], [1.318, -0.119, -0.292], [-0.622, -0.095, -1.322], [0.922, -0.692, 2.467], [1.141, -0.229, -1.926], [0.263, -0.241, 0.299], [0.471, -0.006, 0.722], [-1.242, 0.398, -0.084], [1.921, -0.919, -0.695], [-0.148, -0.665, 0.075], [-0.140, 1.371, 0.207], [-0.469, -0.472, -0.818], [0.200, 0.820, 0.945], [-0.293, -0.541, 0.035], [0.636, 1.610, -0.609], [-0.189, -0.909, 0.114], [-0.014, -0.277, -0.640], [-0.334, 0.251, 1.168], [-0.683, -1.016, 0.320], [-1.566, -0.341, 0.963], [1.430, -0.231, -0.566], [-0.055, -0.077, -0.567], [-1.344, -0.172, -0.294], [-2.855, -1.553, -0.021], [2.256, 1.654, 0.274], [0.092, -0.388, 0.005], [-0.583, 0.625, -0.108], [0.494, -1.134, 0.172], [0.519, 0.764, 0.580], [-0.816, -0.301, -0.331], [0.432, -0.234, 0.070], [-0.438, -0.772, -0.402], [0.504, 0.716, -1.700], [-0.280, -0.844, 0.374], [-0.908, 0.251, -0.546], [0.470, 0.421, 0.764], [0.170, 0.351, -0.999], [0.011, 0.069, 2.309], [-0.472, -0.078, -0.289], [0.165, 0.179, 0.336], [0.832, 0.449, -0.263], [-0.578, 0.359, 0.593], [-0.198, 0.078, 0.445], [-0.685, 0.443, -0.461], [-1.068, 0.493, 0.237], [-0.377, -0.044, 0.029], [0.021, -0.082, 0.008], [0.104, -0.323, -0.015], [0.367, 0.106, 0.440], [-0.030, 0.069, -0.153], [-0.236, -0.099, 0.712], [0.494, 0.026, -0.562], [0.235, 0.784, 0.175], [0.035, -0.350, -0.484], [0.189, 0.101, -0.054], [-0.221, -0.407, -0.275], [-0.372, 0.544, 0.597], [1.320, 0.143, 0.312], [0.192, 0.497, 0.128], [0.221, 0.046, 0.101], [-0.192, 0.408, 0.047], [0.070, 0.430, 0.015], [-0.031, 0.014, -0.117], [0.255, 0.329, 0.007], [0.157, 0.159, -0.312], [-0.021, -0.568, -0.708], [0.111, 0.019, 0.038], [0.158, 0.182, 1.135], [-0.151, -0.752, -0.648], [0.249, 1.256, 0.490], [0.950, 0.490, 0.168], [-0.717, -0.558, 0.361], [-0.178, -1.315, -0.853], [0.159, 0.029, -0.563], [-0.205, -0.852, 0.076], [0.084, -0.132, 0.114], [-1.172, -0.364, -0.308], [-0.084, 0.252, -0.083], [0.154, -0.360, 0.535], [0.448, 0.344, -0.471], [0.365, 0.398, -0.023], [-0.277, 0.986, 0.144], [0.185, -0.271, -0.557], [0.629, 0.465, 0.332], [-1.486, 0.052, 0.933], [0.428, 0.122, 0.255], [-0.636, 1.035, 0.585], [-0.941, -0.380, 1.146], [-0.376, -0.049, -1.027], [0.567, -0.652, -0.795], [1.224, -0.657, -0.248], [0.132, -0.381, -0.229], [-0.301, -0.278, 0.044], [0.897, -0.068, -0.913], [-0.935, 0.850, 0.528], [0.224, -0.213, -0.002]],
  "homo_ev": [-2.86, -3.87],
  "total_charge": -1,
  "orbital_gap_ev": [5.393, 6.281],
  "s_squared": 2.0161,
  "spin_multiplicity": 3,
  "lumo_ha": [0.09303, 0.08844]
}


[2]
{
  "formula": "C48H46N4O3PtTe",
  "method": "ωB97M-V/def2-TZVPD",
  "elements": ["Pt", "C", "O", "C", "N", "C", "C", "C", "C", "C", "C", "C", "C", "C", "C", "C", "C", "N", "C", "N", "C", "C", "O", "C", "C", "C", "C", "C", "C", "H", "H", "H", "H", "H", "H", "H", "H", "H", "H", "H", "H", "H", "H", "H", "H", "H", "H", "H", "C", "C", "C", "C", "C", "C", "Te", "N", "C", "O", "C", "C", "C", "C", "C", "C", "C", "C", "C", "C", "C", "C", "C", "C", "C", "C", "C", "C", "H", "H", "H", "H", "H", "H", "H", "H", "H", "H", "H", "H", "H", "H", "H", "H", "H", "H", "H", "H", "H", "H", "H", "H", "H", "H", "H"],
  "xyz": [[-0.16666, 0.64401, 0.30749], [3.61864, -1.70458, 0.39879], [3.72389, -0.38552, 1.04195], [2.55145, 0.15594, 0.96167], [1.57047, -0.52378, 0.45418], [2.15029, -1.77238, -0.10341], [2.07437, -1.83755, -1.60971], [2.37623, -3.05097, -2.22096], [2.41893, -3.14551, -3.60285], [2.13636, -2.03320, -4.38674], [1.83215, -0.82297, -3.78256], [1.81659, -0.72163, -2.39612], [2.36159, 1.57029, 1.34072], [3.21950, 2.42627, 2.00616], [2.78964, 3.73307, 2.22480], [1.52856, 4.14997, 1.79711], [0.73273, 3.23160, 1.14181], [1.17618, 1.99263, 0.91195], [-0.64595, 3.38554, 0.63990], [-1.26566, 2.35490, 0.16160], [-2.62824, 2.76669, -0.23690], [-2.52217, 4.30678, -0.08851], [-1.26243, 4.52418, 0.65182], [-3.03633, 2.35434, -1.63072], [-4.28079, 2.78699, -2.08588], [-4.66614, 2.55173, -3.39609], [-3.82453, 1.85384, -4.25380], [-2.59889, 1.39589, -3.79661], [-2.19896, 1.65703, -2.49173], [3.87949, -2.45245, 1.14176], [4.33749, -1.70279, -0.41521], [1.63943, -2.61866, 0.34798], [2.58633, -3.92826, -1.61792], [2.67174, -4.08852, -4.06911], [2.17252, -2.10786, -5.46518], [1.63319, 0.05115, -4.38855], [1.62591, 0.24822, -1.94549], [4.18856, 2.08131, 2.34046], [3.43573, 4.43032, 2.74141], [1.17188, 5.15578, 1.97380], [-3.31993, 2.36339, 0.50746], [-3.31921, 4.76322, 0.48841], [-2.40293, 4.80596, -1.04752], [-4.94504, 3.33545, -1.42590], [-5.62172, 2.91699, -3.74846], [-4.12249, 1.67551, -5.27855], [-1.94113, 0.84876, -4.45972], [-1.21749, 1.32531, -2.17075], [-2.85752, -2.62452, -6.60733], [-2.89437, -2.38448, -5.12891], [-1.85811, -2.81780, -4.30112], [-1.89617, -2.64482, -2.93029], [-0.78851, -3.18290, -2.08189], [-3.00048, -1.97483, -2.37989], [-3.38740, -1.81849, -0.33342], [-2.01330, -0.41489, 0.35783], [-2.18432, -0.14050, 1.66130], [-1.15145, 0.35612, 2.24002], [-3.41568, -0.25258, 2.46311], [-4.65902, 0.16017, 1.97238], [-5.77283, 0.10630, 2.79035], [-5.65707, -0.36903, 4.09270], [-4.42266, -0.76559, 4.58840], [-3.29894, -0.69562, 3.78214], [-2.97293, -3.69802, 0.52826], [-1.84002, -4.10710, 1.22447], [-0.70358, -3.19625, 1.58634], [-1.79478, -5.42442, 1.66626], [-2.83288, -6.31716, 1.43618], [-2.76661, -7.73593, 1.91671], [-3.95335, -5.86124, 0.74483], [-4.05916, -4.56076, 0.28090], [-5.29628, -4.15755, -0.48681], [-4.07016, -1.51938, -3.17684], [-5.31922, -0.81476, -2.70452], [-3.97930, -1.74338, -4.54551], [-1.89398, -3.01429, -6.92806], [-3.06226, -1.70465, -7.15577], [-3.62562, -3.34564, -6.89172], [-1.00679, -3.32498, -4.73968], [0.04067, -3.51553, -2.70110], [-1.12660, -4.03264, -1.48640], [-0.40194, -2.41424, -1.41058], [-4.75588, 0.55257, 0.96616], [-6.73242, 0.43825, 2.41779], [-6.53290, -0.41822, 4.72570], [-4.33461, -1.12276, 5.60508], [-2.33258, -0.99579, 4.16594], [-0.68165, -2.29315, 0.97904], [0.24258, -3.72428, 1.46198], [-0.77672, -2.89446, 2.63456], [-0.91989, -5.75944, 2.21190], [-1.82076, -7.95014, 2.40911], [-2.88537, -8.42888, 1.08321], [-3.57341, -7.93682, 2.62267], [-4.77243, -6.54560, 0.55621], [-5.98453, -4.99778, -0.54457], [-5.06890, -3.87128, -1.51958], [-5.83757, -3.33721, -0.00663], [-5.33016, -0.52737, -1.65510], [-6.19101, -1.44759, -2.87971], [-5.45707, 0.09622, -3.28400], [-4.79209, -1.40144, -5.17726]],
  "forces_ev_per_a": [[-0.265, 0.094, -0.143], [0.003, 0.023, 0.022], [0.011, -0.020, -0.081], [0.013, 0.059, 0.009], [0.062, 0.085, 0.031], [-0.024, -0.014, 0.101], [0.150, 0.075, -0.036], [0.196, 0.051, 0.002], [0.058, 0.007, 0.004], [-0.005, -0.008, 0.003], [-0.014, -0.017, 0.003], [-0.017, -0.011, 0.013], [0.004, -0.074, -0.002], [0.016, 0.037, -0.027], [-0.020, -0.014, -0.019], [0.031, 0.001, -0.007], [0.007, 0.021, -0.007], [-0.036, -0.092, -0.017], [0.006, 0.048, -0.034], [0.107, 0.025, -0.003], [0.009, 0.008, 0.052], [0.020, 0.021, 0.013], [-0.007, -0.028, -0.041], [0.013, -0.005, 0.008], [-0.011, 0.014, -0.006], [0.025, 0.039, 0.001], [0.061, 0.068, -0.004], [0.008, 0.044, -0.010], [-0.006, 0.015, -0.022], [-0.035, 0.027, 0.042], [0.010, -0.066, 0.008], [-0.032, -0.065, -0.081], [-0.007, 0.001, 0.004], [0.001, -0.003, -0.002], [0.002, 0.005, -0.005], [0.003, 0.000, -0.005], [-0.007, -0.008, 0.003], [-0.002, 0.000, 0.007], [0.002, -0.001, 0.002], [0.002, 0.001, 0.004], [-0.029, -0.024, -0.024], [0.009, -0.009, 0.019], [-0.022, -0.001, -0.004], [-0.001, -0.005, 0.002], [-0.002, 0.000, 0.000], [-0.003, 0.000, -0.007], [0.001, -0.006, 0.004], [0.003, -0.005, 0.002], [0.009, 0.019, -0.016], [0.003, -0.025, 0.058], [-0.013, -0.008, -0.061], [-0.058, 0.058, 0.141], [-0.082, -0.068, -0.005], [-0.231, -0.013, 0.060], [0.025, 0.470, -0.160], [0.068, -0.490, 0.494], [-0.081, 0.088, -0.198], [-0.065, 0.125, -0.086], [0.041, -0.208, 0.118], [0.055, 0.045, -0.047], [-0.017, -0.020, 0.030], [-0.006, 0.017, -0.020], [0.013, -0.007, -0.011], [-0.005, -0.074, -0.020], [0.079, -0.039, -0.266], [-0.060, 0.078, 0.102], [0.076, 0.036, -0.048], [-0.039, -0.015, 0.016], [0.017, -0.017, 0.003], [0.006, 0.010, -0.003], [-0.041, 0.005, 0.013], [0.091, -0.078, -0.047], [0.060, 0.038, -0.017], [0.051, 0.021, -0.056], [-0.030, -0.090, 0.010], [0.027, 0.014, -0.023], [0.001, 0.003, -0.003], [-0.001, -0.006, -0.012], [0.000, -0.002, 0.005], [0.008, 0.000, 0.008], [-0.166, 0.025, 0.030], [-0.013, -0.023, 0.041], [-0.064, -0.014, 0.084], [0.020, -0.017, -0.019], [0.002, 0.003, 0.003], [0.002, 0.004, 0.001], [-0.003, -0.001, 0.000], [0.009, 0.019, 0.005], [0.053, -0.073, -0.024], [-0.018, -0.010, 0.080], [0.021, -0.005, -0.016], [-0.001, 0.005, 0.010], [0.000, 0.003, 0.002], [-0.006, -0.002, 0.001], [-0.001, -0.004, -0.002], [0.000, -0.001, 0.005], [-0.014, 0.012, -0.001], [0.003, -0.008, 0.008], [-0.015, -0.001, 0.022], [0.035, 0.032, -0.006], [-0.001, -0.014, 0.019], [-0.028, -0.082, 0.023], [-0.008, -0.004, 0.003]],
  "homo_ev": [-15.74, -15.74],
  "total_charge": 3,
  "orbital_gap_ev": [6.666, 5.524],
  "s_squared": 0.7557,
  "spin_multiplicity": 2,
  "lumo_ha": [-0.33331, -0.37526]
}


Calculated largest force on an atom in order - 3.3; 0.7 eV/A